1.
12
Properties=species:S:1:pos:R:3 method="wB97M-V/def2-TZVPD" total_charge=0 orbital_gap_ev=9.64 de_lowest_ev=1.5718 homo_energy_ev=-8.90
C 0.980 1.347 0.036
C 0.002 1.069 -0.919
N -0.001 -0.282 -1.030
C 0.887 -0.788 -0.116
N 1.590 0.173 0.414
H 1.386 2.335 0.179
H -0.641 1.816 -1.351
H -0.737 -0.651 -1.609
H 0.862 -1.866 -0.244
H -1.647 -1.581 1.461
H -2.222 -0.335 1.793
O -2.463 -1.094 1.219

---

2.
120
Properties=species:S:1:pos:R:3 method="wB97M-V/def2-TZVPD" total_charge=0 orbital_gap_ev=8.65 de_lowest_ev=15.0701 homo_energy_ev=-8.55
C -30.409 7.583 -0.109
O -30.430 7.715 1.222
N -30.019 6.427 -0.713
N -30.757 8.584 -0.908
H -30.181 5.630 -0.023
H -29.887 6.262 -1.736
H -30.647 9.432 -0.342
H -30.431 8.666 -1.932
C -29.581 2.829 0.165
O -30.431 3.917 0.187
N -28.361 3.018 0.249
N -30.005 1.590 0.235
H -28.023 4.034 0.296
H -27.738 2.224 0.276
H -30.992 1.340 0.139
H -29.553 0.725 0.481
C -27.082 6.406 1.104
O -25.743 6.354 1.415
N -27.544 5.735 0.138
N -27.915 7.195 1.719
H -26.755 5.256 -0.330
H -28.491 5.939 -0.277
H -27.544 7.699 2.512
H -28.912 7.306 1.609
C -26.734 6.972 -4.636
C -26.673 6.510 -3.198
C -25.534 7.048 -2.430
O -27.739 6.543 -2.514
H -25.900 6.782 -5.313
H -26.828 7.970 -4.781
H -27.571 6.473 -5.123
H -26.601 5.368 -3.394
H -25.508 6.543 -1.398
H -25.587 8.083 -2.488
H -24.555 6.729 -2.889
H -27.656 6.287 -1.575
C -23.015 5.762 2.992
C -22.576 5.245 4.331
C -21.135 5.389 4.726
O -23.108 5.906 5.250
H -22.684 6.729 2.633
H -24.146 5.841 2.966
H -22.683 5.015 2.254
H -22.996 4.270 4.521
H -20.892 5.032 5.701
H -20.677 6.356 4.629
H -20.594 4.627 4.158
H -23.977 5.591 5.451
C -25.896 8.088 4.177
C -25.204 8.540 5.458
C -24.084 9.474 5.142
O -25.876 8.944 6.378
H -25.105 7.920 3.396
H -26.563 8.868 3.717
H -26.401 7.108 4.315
H -24.695 7.652 5.890
H -23.610 9.807 6.004
H -24.377 10.242 4.507
H -23.344 8.851 4.672
H -26.226 8.207 6.841
C -27.386 9.633 -0.389
C -27.731 10.840 -1.294
C -26.983 10.810 -2.595
O -28.963 10.769 -1.681
H -27.280 8.776 -1.005
H -28.267 9.487 0.310
H -26.503 9.804 0.139
H -27.678 11.833 -0.754
H -27.442 11.473 -3.300
H -27.096 9.871 -3.094
H -25.935 11.127 -2.559
H -29.054 9.958 -2.235
C -24.669 2.169 4.223
C -25.058 2.901 2.945
C -25.956 2.023 2.062
O -25.662 3.939 3.147
H -24.123 2.781 4.848
H -23.887 1.469 3.898
H -25.532 1.724 4.813
H -24.166 3.089 2.352
H -26.838 2.004 2.602
H -25.599 0.970 2.119
H -26.073 2.406 1.136
H -25.918 4.285 2.328
C -31.553 8.308 4.677
C -30.471 9.155 5.235
C -29.183 8.712 4.777
O -30.488 10.388 5.129
H -31.689 8.130 3.587
H -32.444 8.736 5.092
H -31.329 7.353 5.182
H -30.583 8.901 6.286
H -28.322 9.358 5.061
H -29.025 8.766 3.690
H -28.914 7.765 5.099
H -31.034 10.785 5.895
C -29.381 3.028 3.578
C -29.295 4.462 3.227
C -30.760 5.068 3.359
O -28.639 5.179 4.020
H -28.364 2.632 3.879
H -29.569 2.504 2.630
H -30.125 2.778 4.389
H -28.900 4.715 2.291
H -31.141 4.972 4.412
H -31.371 4.365 2.863
H -30.789 6.073 2.818
H -28.310 5.910 3.568
C -24.043 3.785 -2.527
C -24.543 3.696 -1.135
C -23.796 4.483 -0.085
O -25.707 4.045 -0.972
H -24.741 3.462 -3.263
H -23.196 3.138 -2.706
H -23.696 4.849 -2.625
H -24.493 2.717 -0.777
H -24.201 4.242 0.836
H -24.023 5.579 -0.210
H -22.764 4.265 -0.092
H -26.138 3.889 -1.818

---

3.
47
Properties=species:S:1:pos:R:3 method="wB97M-V/def2-TZVPD" total_charge=+1 orbital_gap_ev="7.66 / 8.45" de_lowest_ev=0.2792 homo_energy_ev="-11.93 / -12.66" s2=0.7520 multiplicity=2
Ti 0.943 0.617 0.490
C -2.930 0.600 2.482
C -1.592 0.309 2.200
N -0.997 0.730 1.099
C -1.729 1.418 0.186
C -3.041 1.799 0.403
C -3.644 1.362 1.603
C -3.713 2.584 -0.598
C -3.105 2.889 -1.761
C -1.781 2.408 -2.049
C -1.123 2.594 -3.283
C 0.120 2.063 -3.476
C 0.726 1.348 -2.437
N 0.137 1.169 -1.272
C -1.102 1.688 -1.082
H -3.375 0.225 3.393
H -0.992 -0.276 2.884
H -4.676 1.619 1.811
H -4.722 2.924 -0.400
H -3.614 3.485 -2.508
H -1.613 3.145 -4.077
H 0.642 2.183 -4.414
H 1.708 0.909 -2.550
O 2.339 -0.536 -0.644
C 1.826 -1.539 -0.116
N 0.876 -1.342 0.863
S -0.358 -2.418 0.459
O -1.119 -2.838 1.591
O -1.062 -1.823 -0.650
C 0.766 -3.625 -0.165
C 0.611 -4.982 -0.319
C 1.706 -5.685 -0.820
C 2.887 -5.035 -1.161
C 3.018 -3.656 -1.015
C 1.946 -2.966 -0.498
H -0.316 -5.480 -0.065
H 1.636 -6.759 -0.932
H 3.725 -5.612 -1.528
H 3.940 -3.148 -1.266
F 2.791 2.627 4.199
C 1.838 2.613 3.288
F 1.011 1.588 3.523
F 1.129 3.735 3.304
S 2.552 2.363 1.604
O 1.324 2.567 0.762
O 3.630 3.253 1.410
O 2.776 0.903 1.531

---

4.
22
Properties=species:S:1:pos:R:3 method="wB97M-V/def2-TZVPD" total_charge=+1 orbital_gap_ev=8.39 de_lowest_ev=0.0000 homo_energy_ev=-12.44
C -1.417 -0.762 -0.457
C -0.825 -1.927 -0.076
C 0.655 -0.285 -0.039
C 0.225 2.453 0.297
C -0.576 1.693 -0.813
C 1.665 2.052 0.247
C -1.361 -3.236 0.457
N -0.454 0.252 -0.510
N 0.518 -1.601 0.187
N 1.797 0.562 0.407
I 3.683 -0.250 -0.002
H -2.387 -0.582 -0.770
H 0.093 3.466 0.037
H -0.383 2.271 1.151
H -1.617 1.985 -0.678
H -0.249 1.928 -1.855
H 1.955 2.452 -0.730
H 2.060 2.569 1.051
H -2.476 -3.173 0.458
H -1.129 -3.939 -0.355
H -0.817 -3.559 1.387
H 1.041 -2.370 0.606

---

5.
13
Properties=species:S:1:pos:R:3 method="wB97M-V/def2-TZVPD" total_charge=0 orbital_gap_ev=10.73 de_lowest_ev=1.0633 homo_energy_ev=-9.68
C -0.540 0.972 1.179
C -0.168 0.522 -0.215
C 1.133 -0.286 -0.204
O 0.854 -1.402 -1.077
C -0.503 -1.388 -1.207
N -1.162 -0.397 -0.781
H -1.501 1.486 1.166
H 0.224 1.641 1.589
H -0.600 0.095 1.833
H -0.101 1.389 -0.886
H 1.340 -0.697 0.792
H 1.988 0.321 -0.516
H -0.965 -2.255 -1.674

---

6.
84
Properties=species:S:1:pos:R:3 method="wB97M-V/def2-TZVPD" total_charge=0 orbital_gap_ev=9.33 de_lowest_ev=0.5037 homo_energy_ev=-9.08
F -4.314 9.302 3.128
C -4.175 10.590 2.719
C -5.253 11.453 2.920
C -5.061 12.753 2.503
C -3.831 13.214 2.025
C -2.781 12.332 1.904
C -2.983 10.970 2.164
H -6.162 11.155 3.420
H -5.920 13.416 2.503
H -3.702 14.274 1.850
H -1.794 12.637 1.583
H -2.145 10.299 2.028
F 0.791 7.861 -8.629
C 0.696 8.042 -7.311
C 1.782 7.857 -6.467
C 1.548 7.895 -5.103
C 0.333 8.282 -4.571
C -0.738 8.522 -5.417
C -0.540 8.391 -6.792
H 2.758 7.624 -6.871
H 2.437 7.655 -4.529
H 0.240 8.373 -3.496
H -1.695 8.836 -5.026
H -1.318 8.599 -7.518
F 6.388 10.124 0.089
C 6.175 9.065 0.910
C 7.270 8.423 1.444
C 7.099 7.311 2.261
C 5.798 6.859 2.521
C 4.708 7.514 1.969
C 4.898 8.632 1.166
H 8.281 8.778 1.279
H 7.902 6.814 2.786
H 5.663 5.996 3.160
H 3.712 7.194 2.246
H 4.062 9.163 0.728
F 0.255 15.830 4.151
C -0.206 14.566 4.137
C 0.511 13.599 3.458
C 0.184 12.262 3.597
C -0.822 11.883 4.448
C -1.621 12.863 5.011
C -1.358 14.220 4.848
H 1.447 13.853 2.973
H 0.871 11.566 3.129
H -1.066 10.838 4.579
H -2.504 12.535 5.548
H -1.925 15.033 5.279
F 3.624 6.889 -1.234
C 3.364 5.778 -1.928
C 2.110 5.217 -1.839
C 1.779 4.129 -2.639
C 2.695 3.618 -3.543
C 4.003 4.106 -3.509
C 4.336 5.204 -2.737
H 1.396 5.510 -1.078
H 0.836 3.619 -2.490
H 2.431 2.855 -4.262
H 4.715 3.710 -4.221
H 5.371 5.519 -2.729
C 1.000 9.610 -0.622
C 0.703 9.415 0.793
N 0.477 9.234 1.905
H 1.270 8.673 -1.103
H 1.828 10.311 -0.728
H 0.148 10.088 -1.105
C 4.179 14.634 -0.018
C 3.371 13.447 0.250
N 2.771 12.497 0.487
H 4.028 15.459 0.677
H 3.999 15.079 -0.996
H 5.232 14.363 0.047
C -1.777 8.003 4.453
C -1.535 6.912 5.379
N -1.322 6.103 6.161
H -2.381 8.790 4.904
H -2.377 7.625 3.627
H -0.803 8.401 4.168
C -2.023 7.324 -0.410
C -1.792 6.467 0.753
N -1.683 5.782 1.666
H -2.376 8.298 -0.073
H -2.789 6.887 -1.049
H -1.122 7.454 -1.005